# 1
This record from the Open Molecules 2025 dataset describes CH3NO4S in the gas phase in a non-equilibrium geometry. The level of theory is ωB97M-V/def2-TZVPD.

Properties
HOMO energy	-0.38797	hartree
M	125.11	g mol⁻¹
relative energy (zero: lowest compared OMol25 entry of this formula, charge and spin)	52.5	kcal per mole
HOMO-LUMO gap	9.978	eV
SMILES	O=CS(=O)(=O)NO

```
! wB97M-V def2-TZVPD RIJCOSX def2/J DEFGRID3
* xyz 0 1
O 2.54030 0.38031 0.42997
C 1.48937 -0.08771 0.51020
S 0.32608 0.15638 -0.82048
O -0.11440 -1.32004 -1.25958
O 0.60977 1.08621 -1.86309
N -1.12665 0.59968 -0.07321
O -1.55820 -0.34719 0.90819
H 1.30129 -0.88817 1.32139
H -1.31848 1.48227 0.37141
H -2.14907 -1.06172 0.47519
*
```


# 2
This record from the Open Molecules 2025 dataset describes CH3NOS in the gas phase in a non-equilibrium geometry. The level of theory is ωB97M-V/def2-TZVPD.

Properties
HOMO energy (alpha / beta)	-0.38337 / -0.39266	hartree
M	77.11	g mol⁻¹
relative energy (zero: lowest compared OMol25 entry of this formula, charge and spin)	158.7	kcal per mole
HOMO-LUMO gap (alpha / beta)	8.378 / 8.679	eV

```
! wB97M-V def2-TZVPD RIJCOSX def2/J DEFGRID3
* xyz 0 1
C -0.30359 -0.47378 -0.16755
N 0.30776 1.53769 -1.28554
O 2.28779 -0.20338 -1.11006
S 1.09813 0.47816 -0.64138
H -0.81304 0.16540 0.48533
H -1.01420 -0.82590 -0.81629
H 1.72693 0.90224 0.60762
*
```


# 3
This record from the Open Molecules 2025 dataset describes CH3NOS2 in the gas phase in a non-equilibrium geometry. The level of theory is ωB97M-V/def2-TZVPD.

Properties
HOMO energy (alpha / beta)	-0.32395 / -0.30274	hartree
M	109.18	g mol⁻¹
relative energy (zero: lowest compared OMol25 entry of this formula, charge and spin)	53.5	kcal per mole
HOMO-LUMO gap (alpha / beta)	8.326 / 7.329	eV

```
! wB97M-V def2-TZVPD RIJCOSX def2/J DEFGRID3
* xyz 0 1
C -0.22690 0.01155 0.46431
N -1.31766 2.35529 0.21708
O -1.44674 5.00649 0.44574
S -1.69710 0.85648 -0.14947
S -2.29689 3.96994 -0.05856
H 0.48422 -0.01716 -0.37570
H -0.59173 -0.98308 0.55579
H 0.15344 0.33686 1.35832
*
```


# 4
This record from the Open Molecules 2025 dataset describes CH3NS in the gas phase in a non-equilibrium geometry. The level of theory is ωB97M-V/def2-TZVPD.

Properties
HOMO energy	-0.33524	hartree
M	61.11	g mol⁻¹
relative energy (zero: lowest compared OMol25 entry of this formula, charge and spin)	32.9	kcal per mole
HOMO-LUMO gap	9.958	eV
SMILES	C=NS

```
! wB97M-V def2-TZVPD RIJCOSX def2/J DEFGRID3
* xyz 0 1
C 0.68391 -0.13813 -1.41998
N -0.36276 -0.31125 -0.70474
S -0.15535 0.22046 0.97576
H 0.68438 -0.20166 -2.48873
H 1.63617 -0.03126 -1.03215
H -1.39909 -0.28690 1.36174
*
```


# 5
This record from the Open Molecules 2025 dataset describes 2 unconnected molecules or ions with the total composition CH3NS in a non-equilibrium geometry. The level of theory is ωB97M-V/def2-TZVPD.

Properties
HOMO energy	-0.37632	hartree
M	61.11	g mol⁻¹
relative energy (zero: lowest compared OMol25 entry of this formula, charge and spin)	51.3	kcal per mole
HOMO-LUMO gap	9.886	eV

```
! wB97M-V def2-TZVPD RIJCOSX def2/J DEFGRID3
* xyz 0 1
C -1.77654 -1.03334 0.42428
N 1.22591 0.13421 0.13926
S -2.57125 0.24980 0.10018
H 0.36902 0.56685 0.26052
H 1.73932 0.76956 -0.52649
H 1.01352 -0.68709 -0.39775
*
```


# 6
This record from the Open Molecules 2025 dataset describes CH3NS2 in the gas phase in a non-equilibrium geometry. The level of theory is ωB97M-V/def2-TZVPD.

Properties
HOMO energy	-0.32352	hartree
M	93.18	g mol⁻¹
relative energy (zero: lowest compared OMol25 entry of this formula, charge and spin)	24.4	kcal per mole
HOMO-LUMO gap	9.074	eV
SMILES	S=CNS

```
! wB97M-V def2-TZVPD RIJCOSX def2/J DEFGRID3
* xyz 0 1
S 1.47201 1.31740 1.34233
C 0.68489 0.05595 0.72501
N 0.04396 0.13643 -0.44054
S -1.04680 -0.98486 -1.05793
H 0.89002 -0.96476 1.22331
H 0.22956 1.03054 -0.94678
H -2.27365 -0.59068 -0.84540
*
```


# 7
This record from the Open Molecules 2025 dataset describes CH3NSSi in the gas phase in a non-equilibrium geometry. The level of theory is ωB97M-V/def2-TZVPD.

Properties
HOMO energy	-0.38307	hartree
M	89.19	g mol⁻¹
relative energy (zero: lowest compared OMol25 entry of this formula, charge and spin)	34.0	kcal per mole
HOMO-LUMO gap	10.254	eV
SMILES	N#CS[SiH3]

```
! wB97M-V def2-TZVPD RIJCOSX def2/J DEFGRID3
* xyz 0 1
N -2.67112 0.15771 -0.11190
C -1.65833 0.67386 -0.06589
S 0.04868 1.56590 -0.34443
Si 0.90254 -0.39709 0.04211
H 0.67639 -1.07908 -1.14674
H 0.40755 -1.03630 1.36685
H 2.29428 0.11501 0.26000
*
```


# 8
This record from the Open Molecules 2025 dataset describes 2 unconnected molecules or ions with the total composition CH3NSi in a non-equilibrium geometry. The level of theory is ωB97M-V/def2-TZVPD.

Properties
HOMO energy (alpha / beta)	-0.37598 / -0.33658	hartree
M	57.13	g mol⁻¹
relative energy (zero: lowest compared OMol25 entry of this formula, charge and spin)	83.1	kcal per mole
HOMO-LUMO gap (alpha / beta)	8.677 / 7.825	eV

```
! wB97M-V def2-TZVPD RIJCOSX def2/J DEFGRID3
* xyz 0 1
C -1.66989 1.20092 -0.63270
N -2.31179 2.03067 -1.07023
Si -0.25367 0.06363 -0.50968
H 0.48249 0.56304 -1.59243
H -0.34953 0.39090 2.01277
H -0.29302 -1.34312 -0.40994
*
```


# 9
This record from the Open Molecules 2025 dataset describes a molecular structure, CH3O2P in a non-equilibrium geometry. The level of theory is ωB97M-V/def2-TZVPD.

Properties
HOMO energy (alpha / beta)	-0.34338 / -0.34337	hartree
M	78.01	g mol⁻¹
relative energy (zero: lowest compared OMol25 entry of this formula, charge and spin)	56.2	kcal per mole
HOMO-LUMO gap (alpha / beta)	7.931 / 7.930	eV

```
! wB97M-V def2-TZVPD RIJCOSX def2/J DEFGRID3
* xyz 0 1
C -1.03400 0.05648 -0.05146
O 2.92770 0.11946 0.45694
O 0.14770 0.06428 0.62368
P 2.00488 -0.39463 -0.48490
H -1.01976 0.49197 -1.09852
H -1.55753 0.60190 0.75293
H -1.46899 -0.93946 -0.19867
*
```


# 10
This record from the Open Molecules 2025 dataset describes 2 unconnected molecules or ions with the total composition CH3O2PS in a non-equilibrium geometry. The level of theory is ωB97M-V/def2-TZVPD.

Properties
HOMO energy	-0.33778	hartree
M	110.07	g mol⁻¹
relative energy (zero: lowest compared OMol25 entry of this formula, charge and spin)	0.0	kcal per mole
HOMO-LUMO gap	9.723	eV
SMILES	[PH3]=S.O=C=O

```
! wB97M-V def2-TZVPD RIJCOSX def2/J DEFGRID3
* xyz 0 1
P 1.07340 -0.47795 0.00895
S -0.37604 -1.74776 0.03029
H 2.35714 -1.01322 0.09418
H 1.23576 0.30867 -1.12166
H 1.18079 0.47365 1.01351
O -2.88874 0.40540 0.02858
C -1.82288 0.80309 -0.00912
O -0.75943 1.24812 -0.04474
*
```


# 11
This record from the Open Molecules 2025 dataset describes 2 unconnected molecules or ions with the total composition CH3O2S in a non-equilibrium geometry. The level of theory is ωB97M-V/def2-TZVPD.

Properties
HOMO energy	-0.16733	hartree
M	79.10	g mol⁻¹
relative energy (zero: lowest compared OMol25 entry of this formula, charge and spin)	6.8	kcal per mole
HOMO-LUMO gap	8.501	eV

```
! wB97M-V def2-TZVPD RIJCOSX def2/J DEFGRID3
* xyz -1 1
S 1.45980 -0.93891 -1.61575
H 0.75656 -0.41184 -2.62708
O -1.61671 0.68843 1.95884
C -0.65249 0.48176 1.23737
O -0.53288 -0.42313 0.35516
H 0.18932 1.21247 1.24884
H 0.39640 -0.60878 -0.55739
*
```


# 12
This record from the Open Molecules 2025 dataset describes 2 unconnected molecules or ions with the total composition CH3O2S2 in a non-equilibrium geometry. The level of theory is ωB97M-V/def2-TZVPD.

Properties
HOMO energy (alpha / beta)	-0.11404 / -0.11406	hartree
M	111.17	g mol⁻¹
relative energy (zero: lowest compared OMol25 entry of this formula, charge and spin)	28.8	kcal per mole
HOMO-LUMO gap (alpha / beta)	6.620 / 6.621	eV

```
! wB97M-V def2-TZVPD RIJCOSX def2/J DEFGRID3
* xyz -1 1
C 0.85333 0.50785 0.58426
O 3.20995 -1.36280 -0.23544
O 4.07756 0.49492 1.14433
S 1.37295 1.35899 -0.93016
S 3.87263 -0.02246 -0.23036
H 0.56619 -0.37834 0.07141
H 0.06808 0.87316 1.24531
H 1.69234 0.19783 1.08957
*
```


# 13
This record from the Open Molecules 2025 dataset describes 2 unconnected molecules or ions with the total composition CH3O3 in a non-equilibrium geometry. The level of theory is ωB97M-V/def2-TZVPD.

Properties
HOMO energy	-0.14631	hartree
M	63.03	g mol⁻¹
relative energy (zero: lowest compared OMol25 entry of this formula, charge and spin)	16.7	kcal per mole
HOMO-LUMO gap	8.579	eV

```
! wB97M-V def2-TZVPD RIJCOSX def2/J DEFGRID3
* xyz -1 1
O 1.88732 -0.48467 0.98245
H 1.09501 -0.08221 1.12037
O -0.54829 -0.71815 -1.06742
C -1.08129 0.37085 -0.58521
O -0.66218 1.00922 0.41470
H -1.91566 0.79794 -1.15653
H 1.89354 -1.39210 0.90958
*
```


# 14
This record from the Open Molecules 2025 dataset describes 2 unconnected molecules or ions with the total composition CH3O3 in a non-equilibrium geometry. The level of theory is ωB97M-V/def2-TZVPD.

Properties
HOMO energy	-0.15022	hartree
M	63.03	g mol⁻¹
relative energy (zero: lowest compared OMol25 entry of this formula, charge and spin)	5.3	kcal per mole
HOMO-LUMO gap	8.550	eV

```
! wB97M-V def2-TZVPD RIJCOSX def2/J DEFGRID3
* xyz -1 1
O 2.01756 -0.39556 -1.02868
H 1.07843 -0.11738 -1.04192
O -2.51836 -0.16885 0.61271
C -1.35202 0.21251 0.51430
O -0.72964 0.81399 -0.39179
H -0.68625 -0.01696 1.41647
H 2.19029 -0.32775 -0.08110
*
```


# 15
This record from the Open Molecules 2025 dataset describes 2 unconnected molecules or ions with the total composition CH3O3P in a non-equilibrium geometry. The level of theory is ωB97M-V/def2-TZVPD.

Properties
HOMO energy (alpha / beta)	-0.38192 / -0.38281	hartree
M	94.01	g mol⁻¹
relative energy (zero: lowest compared OMol25 entry of this formula, charge and spin)	113.2	kcal per mole
HOMO-LUMO gap (alpha / beta)	6.311 / 6.335	eV

```
! wB97M-V def2-TZVPD RIJCOSX def2/J DEFGRID3
* xyz 0 1
C 0.19451 0.57961 1.39493
O 0.33494 -1.96657 -2.07091
O 0.58919 -0.36934 0.54135
O -1.15271 -0.11029 -3.01240
P -0.33325 -0.69105 -1.89899
H -0.82595 0.42841 1.78632
H 0.30798 1.60577 1.00275
H 0.88530 0.52345 2.25695
*
```


# 16
This record from the Open Molecules 2025 dataset describes CH3O3P in the gas phase in a non-equilibrium geometry. The level of theory is ωB97M-V/def2-TZVPD.

Properties
HOMO energy	-0.43112	hartree
M	94.01	g mol⁻¹
relative energy (zero: lowest compared OMol25 entry of this formula, charge and spin)	11.8	kcal per mole
HOMO-LUMO gap	11.366	eV
SMILES	COP(=O)=O

```
! wB97M-V def2-TZVPD RIJCOSX def2/J DEFGRID3
* xyz 0 1
C -1.23865 -0.18111 -0.04016
O 0.08940 -0.59579 0.27700
P 1.53928 0.20983 0.11747
O 2.55786 -0.82022 -0.01906
O 1.68106 1.66735 0.08440
H -1.35238 -0.43220 -1.19451
H -1.33208 0.87287 0.21482
H -1.94448 -0.72072 0.56005
*
```


# 17
This record from the Open Molecules 2025 dataset describes CH3O3PS in the gas phase in a non-equilibrium geometry. The level of theory is ωB97M-V/def2-TZVPD.

Properties
HOMO energy	-0.35437	hartree
M	126.07	g mol⁻¹
relative energy (zero: lowest compared OMol25 entry of this formula, charge and spin)	26.4	kcal per mole
HOMO-LUMO gap	8.860	eV

```
! wB97M-V def2-TZVPD RIJCOSX def2/J DEFGRID3
* xyz 0 1
C -0.15090 -0.00596 0.02091
O -1.02109 -1.03429 2.38906
O -0.52984 -3.48328 1.58413
O -2.80622 0.26128 0.99817
P -1.64917 -0.62396 0.88665
S -1.60208 -2.57036 1.88386
H 0.39788 -0.82346 -0.43619
H -0.48266 0.70763 -0.72706
H 0.47596 0.48557 0.76023
*
```


# 18
This record from the Open Molecules 2025 dataset describes 2 unconnected molecules or ions with the total composition CH3O3S in a non-equilibrium geometry. The level of theory is ωB97M-V/def2-TZVPD.

Properties
HOMO energy	-0.10888	hartree
M	95.10	g mol⁻¹
relative energy (zero: lowest compared OMol25 entry of this formula, charge and spin)	131.7	kcal per mole
HOMO-LUMO gap	6.707	eV

```
! wB97M-V def2-TZVPD RIJCOSX def2/J DEFGRID3
* xyz -1 1
C -0.62979 0.95008 -0.48201
O 2.08368 -0.06901 -0.65677
O 0.59367 -0.62099 1.31877
O -0.93930 1.32455 0.71130
S 0.71491 -0.42520 -0.18126
H -1.80009 -0.22311 -1.25122
H -0.71136 0.70702 1.35732
H 0.68827 -1.64333 -0.81613
*
```


# 19
This record from the Open Molecules 2025 dataset describes a gas-phase ion, CH3O3Si (charge -1) in a non-equilibrium geometry. The level of theory is ωB97M-V/def2-TZVPD.

Properties
HOMO energy	-0.17631	hartree
M	91.12	g mol⁻¹
relative energy (zero: lowest compared OMol25 entry of this formula, charge and spin)	25.9	kcal per mole
HOMO-LUMO gap	8.964	eV
SMILES	O=C(O)[SiH2][O-]

```
! wB97M-V def2-TZVPD RIJCOSX def2/J DEFGRID3
* xyz -1 1
O -1.59318 -0.95863 -0.67791
C -0.63743 -0.62875 -0.06890
O -0.26077 -1.70897 0.97245
Si 0.41489 0.93704 -0.19779
O 1.54291 1.24608 0.84097
H 0.67218 -1.51841 1.31776
H -0.93473 1.88091 -0.54212
H 0.79614 0.75072 -1.64446
*
```


# 20
This record from the Open Molecules 2025 dataset describes 2 unconnected molecules or ions with the total composition CH3O3Si in a non-equilibrium geometry. The level of theory is ωB97M-V/def2-TZVPD.

Properties
HOMO energy	-0.16148	hartree
M	91.12	g mol⁻¹
relative energy (zero: lowest compared OMol25 entry of this formula, charge and spin)	39.7	kcal per mole
HOMO-LUMO gap	7.505	eV

```
! wB97M-V def2-TZVPD RIJCOSX def2/J DEFGRID3
* xyz -1 1
C 0.16150 -0.92309 2.59789
O -0.42255 -1.82768 3.14482
O 0.19492 -0.62012 1.36842
O 0.41359 0.81121 -1.02598
Si -0.44303 1.56820 -2.17292
H 0.40038 0.39569 -0.12198
H -1.77096 1.23307 -1.62301
H 0.94956 -0.27547 3.08366
*
```